Entry 1:
A molecular structure, C8H19NO in a non-equilibrium geometry, computed with ωB97M-V/def2-TZVPD.

XYZ file:
```
29
Properties=species:S:1:pos:R:3:mulliken_charge:R:1
C 0.723 -0.067 0.047 1.775
C 0.150 -1.469 -0.040 0.504
C 1.540 0.248 1.272 -1.530
C 1.238 0.504 -1.240 -1.664
C 1.224 -2.514 -0.397 -1.537
C -0.592 -1.895 1.229 -1.649
H -0.558 0.698 0.091 -0.291
H -0.584 -1.448 -0.856 0.274
H -1.345 -1.160 1.511 0.313
H 2.402 -0.429 1.340 0.363
H 1.913 1.270 1.248 0.366
H 0.969 0.134 2.193 0.369
H 0.903 -0.047 -2.118 0.406
H 2.327 0.581 -1.265 0.363
H 0.825 1.519 -1.376 0.477
H 1.744 -2.266 -1.322 0.345
H 1.962 -2.600 0.401 0.325
H 0.758 -3.491 -0.536 0.441
H 0.095 -2.023 2.067 0.363
H -1.095 -2.849 1.067 0.461
N -0.886 2.820 -0.716 -0.571
C -1.772 1.310 -0.054 -0.363
C -2.675 0.700 -0.828 -0.781
O -0.136 3.399 0.331 -0.380
H 0.783 3.202 0.108 0.335
H -1.740 3.369 -0.787 0.339
H -2.057 1.603 0.952 0.387
H -3.677 0.496 -0.480 0.271
H -2.440 0.405 -1.842 0.288
```

Results
energy above the lowest of the compared OMol25 structures with the same formula, charge and spin	154.1	kcal per mole
HOMO level (spin up / spin down)	-7.418 / -7.415	eV
frontier orbital gap (spin up / spin down)	7.42 / 7.42	eV
charge	0



Entry 2:
3 unconnected molecules or ions with the total composition C9H9NO3 in a non-equilibrium geometry, computed with ωB97M-V/def2-TZVPD.

XYZ file:
```
22
Properties=species:S:1:pos:R:3:mulliken_charge:R:1
C -2.593 -1.532 0.913 -0.144
C -1.784 -1.101 0.138 -0.311
O -0.826 -0.637 -0.939 -0.333
C 0.440 -0.261 -0.521 0.335
C 0.955 -0.487 0.714 -0.090
C 2.278 -0.099 1.028 -0.604
C 3.092 0.447 0.076 -0.475
C 2.537 0.711 -1.261 -0.600
C 1.253 0.316 -1.477 -0.157
H -3.429 -1.409 1.485 0.421
H 0.365 -0.744 1.517 0.492
H 2.591 -0.327 2.040 0.369
H 4.170 0.699 0.169 0.332
H 2.934 1.430 -1.940 0.393
H 0.846 0.580 -2.445 0.348
O 2.494 -2.824 -1.394 -0.395
C 1.411 -3.193 -1.219 0.748
O 0.333 -3.496 -1.088 -0.336
N -4.000 3.192 1.028 -0.666
H -4.774 3.337 0.300 0.234
H -4.524 3.212 1.927 0.232
H -3.769 2.183 0.946 0.204
```

Results
energy above the lowest of the compared OMol25 structures with the same formula, charge and spin	54.0	kcal per mole
HOMO level	-9.071	eV
frontier orbital gap	9.73	eV
SMILES	C#COc1ccccc1.O=C=O.N
charge	0



Entry 3:
A molecular structure, C32H21BiClF6N3O6S3Si, computed with ωB97M-V/def2-TZVPD.

XYZ file:
```
74
Properties=species:S:1:pos:R:3:mulliken_charge:R:1
Bi -0.665 1.242 -1.368 1.284
F 2.687 2.093 -3.455 -0.217
C 3.571 1.840 -2.492 0.656
F 4.800 1.927 -3.016 -0.262
F 3.449 2.780 -1.550 -0.187
S 3.305 0.175 -1.745 0.933
O 1.948 0.212 -1.259 -0.401
O 4.368 0.084 -0.790 -0.706
N 3.538 -0.839 -2.910 -0.543
S 2.436 -1.302 -3.950 1.134
O 2.247 -2.723 -3.914 -0.683
O 1.300 -0.442 -4.089 -0.566
C 3.411 -1.029 -5.491 0.469
F 3.762 0.253 -5.621 -0.221
F 4.522 -1.771 -5.516 -0.231
F 2.669 -1.366 -6.555 -0.233
Cl 0.663 7.232 0.178 -0.286
C 0.575 5.476 -0.185 0.417
C -0.832 4.857 -0.108 0.186
O -1.824 5.535 0.135 -0.738
O -0.760 3.604 -0.312 -0.400
H 1.223 4.966 0.524 -0.393
H 0.970 5.334 -1.188 0.256
C 2.771 4.006 2.781 -0.613
C 1.460 4.122 3.223 -0.644
C 0.498 3.214 2.800 -0.270
C 0.822 2.173 1.926 0.802
C 2.147 2.075 1.493 -0.412
C 3.113 2.978 1.915 -0.834
Si -0.507 0.987 1.303 0.534
C -0.047 -0.786 1.734 0.468
C -0.956 -1.816 1.467 0.045
C -0.634 -3.140 1.725 -0.826
C 0.612 -3.466 2.247 -0.577
C 1.526 -2.459 2.519 -0.706
C 1.196 -1.133 2.267 -0.415
C -2.124 1.404 2.177 0.568
C -2.846 2.566 1.885 -0.098
C -3.999 2.881 2.591 -0.686
C -4.457 2.042 3.597 -0.496
C -3.753 0.885 3.900 -0.611
C -2.598 0.573 3.196 -0.354
H 3.518 4.724 3.100 0.342
H 1.180 4.932 3.885 0.385
H -0.524 3.330 3.139 0.349
H 2.431 1.287 0.806 0.231
H 4.129 2.879 1.550 0.447
H -1.927 -1.586 1.040 0.568
H -1.350 -3.922 1.498 0.409
H 0.870 -4.502 2.433 0.358
H 2.503 -2.704 2.919 0.394
H 1.925 -0.362 2.484 0.320
H -2.506 3.232 1.100 0.213
H -4.539 3.786 2.342 0.449
H -5.362 2.286 4.141 0.326
H -4.104 0.220 4.681 0.371
H -2.061 -0.336 3.442 0.320
N -2.291 -8.842 -1.997 -0.588
C -2.090 -7.709 -1.968 0.070
C -1.842 -6.294 -1.933 0.653
C -0.652 -5.781 -2.451 -0.805
C -0.414 -4.420 -2.420 -0.602
C -1.364 -3.554 -1.868 0.764
C -2.557 -4.074 -1.349 -0.312
C -2.794 -5.435 -1.382 -0.753
C -1.125 -2.150 -1.800 0.134
C -0.978 -0.958 -1.651 -1.685
H 0.081 -6.453 -2.877 0.461
H 0.504 -4.010 -2.821 0.654
H -3.280 -3.387 -0.924 0.544
H -3.713 -5.841 -0.981 0.445
S -3.319 1.449 -1.334 -0.521
C -3.786 -0.022 -0.664 0.574
N -4.150 -1.024 -0.210 -0.656
```

Results
energy above the lowest of the compared OMol25 structures with the same formula, charge and spin	0.7	kcal per mole
HOMO level	-3.499	eV
frontier orbital gap	7.62	eV
charge	-2



Entry 4:
2 unconnected molecules or ions with the total composition C7H16OS2 in a non-equilibrium geometry, computed with ωB97M-V/def2-TZVPD.

XYZ file:
```
26
Properties=species:S:1:pos:R:3:mulliken_charge:R:1
C -2.203 0.990 0.170 -1.298
C 1.301 1.389 1.936 -1.533
C 1.535 0.534 -1.061 -1.424
C -0.873 1.193 -0.628 -0.762
C 0.550 0.171 1.261 -0.285
C 0.319 0.383 -0.162 0.990
C -0.253 -1.981 -0.849 0.176
O -1.363 -2.389 -0.092 -0.472
S -0.528 -1.834 -2.556 -0.223
S 1.334 -2.858 -0.508 -0.241
H -2.039 1.418 1.178 0.386
H -2.425 -0.012 0.426 0.331
H -2.994 1.514 -0.425 0.319
H 1.336 1.222 2.944 0.500
H 0.853 2.451 1.923 0.246
H 2.296 1.306 1.643 0.465
H 2.097 1.522 -0.803 0.316
H 2.235 -0.410 -0.952 0.261
H 1.418 0.503 -2.162 0.367
H -0.922 1.218 -1.736 0.448
H -0.684 2.207 -0.223 0.327
H -0.446 0.047 1.776 0.316
H 1.246 -0.695 1.290 0.180
H -1.167 -2.381 0.775 0.351
H -1.762 -1.278 -2.401 0.113
H 1.138 -4.230 -0.765 0.145
```

Results
energy above the lowest of the compared OMol25 structures with the same formula, charge and spin	102.0	kcal per mole
HOMO level (spin up / spin down)	-7.091 / -7.249	eV
frontier orbital gap (spin up / spin down)	7.26 / 7.69	eV
charge	0



The lowest energy above the lowest of the compared OMol25 structures with the same formula, charge and spin belongs to which entry?
C32H21BiClF6N3O6S3Si



charge of number 3 (C32H21BiClF6N3O6S3Si)?
-2



Which of these has the lowest energy above the lowest of the compared OMol25 structures with the same formula, charge and spin?
C32H21BiClF6N3O6S3Si



Among the records above, which one has the lowest energy above the lowest of the compared OMol25 structures with the same formula, charge and spin?
C32H21BiClF6N3O6S3Si